# 1
DFT (ωB97M-V/def2-TZVPD) results for the ion C27H33N2O2 with charge +1 at a distorted geometry.

Properties
2S+1   1
DFT total energy   -35603.3541 eV
HOMO-LUMO gap   8.8 eV
Total charge   +1
SMILES string   c1ccc(OCCOCCN2CC[NH+](C(c3ccccc3)c3ccccc3)CC2)cc1

CARTESIAN COORDINATES (ANGSTROEM)
1 C 7.416 0.111 0.660
2 C 7.044 0.293 -0.659
3 C 5.727 0.561 -0.996
4 C 4.770 0.656 0.004
5 O 3.431 0.924 -0.191
6 C 2.933 1.083 -1.498
7 C 2.698 -0.244 -2.238
8 O 1.630 -1.006 -1.701
9 C 1.972 -2.177 -0.983
10 C 2.184 -1.983 0.533
11 N 1.066 -1.522 1.324
12 C -0.137 -2.305 1.334
13 C -1.178 -1.856 0.291
14 N -1.476 -0.421 0.495
15 C -2.573 0.077 -0.395
16 C -2.918 1.524 -0.116
17 C -3.305 2.323 -1.186
18 C -3.693 3.634 -0.983
19 C -3.694 4.168 0.294
20 C -3.307 3.382 1.366
21 C -2.925 2.066 1.165
22 C -3.814 -0.780 -0.251
23 C -4.324 -1.445 -1.360
24 C -5.472 -2.210 -1.250
25 C -6.118 -2.322 -0.031
26 C -5.615 -1.662 1.078
27 C -4.471 -0.891 0.970
28 C -0.223 0.352 0.334
29 C 0.795 -0.111 1.386
30 C 5.144 0.472 1.335
31 C 6.458 0.202 1.657
32 H 8.444 -0.099 0.910
33 H 7.782 0.226 -1.443
34 H 5.473 0.700 -2.035
35 H 3.594 1.714 -2.101
36 H 1.980 1.604 -1.376
37 H 2.424 -0.007 -3.273
38 H 3.618 -0.837 -2.244
39 H 2.887 -2.620 -1.392
40 H 1.156 -2.885 -1.162
41 H 2.491 -2.954 0.934
42 H 3.001 -1.281 0.695
43 H 0.109 -3.354 1.168
44 H -0.593 -2.225 2.331
45 H -0.792 -1.970 -0.723
46 H -2.096 -2.436 0.394
47 H -1.795 -0.309 1.465
48 H -2.199 -0.009 -1.421
49 H -3.310 1.910 -2.184
50 H -3.994 4.239 -1.824
51 H -3.996 5.190 0.456
52 H -3.305 3.789 2.364
53 H -2.632 1.484 2.029
54 H -3.825 -1.361 -2.314
55 H -5.861 -2.717 -2.119
56 H -7.013 -2.917 0.055
57 H -6.117 -1.740 2.030
58 H -4.109 -0.365 1.841
59 H -0.437 1.416 0.444
60 H 0.171 0.151 -0.665
61 H 1.723 0.442 1.241
62 H 0.408 0.121 2.388
63 H 4.390 0.555 2.103
64 H 6.735 0.066 2.691

Atoms 1-2, force components in eV/Å:
0.1296 -0.0135 -0.0584
0.0895 -0.0295 0.0951

---

# 2
DFT (ωB97M-V/def2-TZVPD) results for a structure of composition C27H33N2V at a distorted geometry.

Properties
2S+1   2
DFT total energy   -57193.2804 eV
HOMO-LUMO gap (spin up / spin down)   7.0 / 7.4 eV
Total charge   +1
⟨S²⟩   1.064

CARTESIAN COORDINATES (ANGSTROEM)
1 C 0.921 -2.037 0.422
2 C 1.818 -1.242 -0.372
3 C 1.288 -1.182 -1.703
4 C 0.026 -1.862 -1.727
5 C -0.179 -2.429 -0.422
6 V -0.075 -0.358 -0.296
7 C -2.543 1.115 -0.572
8 C -2.083 0.703 0.675
9 H -1.894 1.471 1.429
10 C -1.960 -0.687 1.024
11 H -2.730 -1.359 0.621
12 H -1.665 -0.920 2.054
13 C -2.638 2.581 -0.856
14 H -2.021 3.160 -0.155
15 H -2.293 2.826 -1.869
16 H -3.673 2.946 -0.762
17 C -3.166 0.152 -1.522
18 H -3.022 -0.900 -1.233
19 H -4.259 0.308 -1.583
20 H -2.770 0.261 -2.548
21 C 3.148 -0.723 0.035
22 H 3.182 -0.467 1.098
23 H 3.935 -1.465 -0.167
24 H 3.386 0.183 -0.534
25 C 2.025 -0.648 -2.875
26 H 2.552 0.284 -2.629
27 H 2.771 -1.393 -3.189
28 H 1.345 -0.454 -3.710
29 C -0.810 -2.131 -2.924
30 H -0.811 -1.286 -3.624
31 H -0.374 -2.999 -3.438
32 H -1.849 -2.363 -2.660
33 C -1.215 -3.434 -0.080
34 H -2.163 -3.206 -0.577
35 H -0.897 -4.432 -0.418
36 H -1.399 -3.479 0.997
37 C 1.189 -2.564 1.783
38 H 0.253 -2.795 2.303
39 H 1.784 -3.491 1.747
40 H 1.734 -1.832 2.387
41 C 0.298 1.574 -1.501
42 C 0.911 2.701 -0.971
43 C -0.103 1.533 -2.834
44 C 1.249 3.766 -1.838
45 H 1.141 2.755 0.102
46 C 0.258 2.573 -3.709
47 H -0.684 0.689 -3.230
48 C 0.940 3.685 -3.201
49 H 1.762 4.648 -1.437
50 H 0.007 2.484 -4.772
51 H 1.226 4.490 -3.881
52 N 3.889 -0.564 5.504
53 C 2.848 -0.220 5.097
54 C 1.570 0.206 4.606
55 C 0.500 0.357 5.503
56 C -0.736 0.733 4.988
57 C -0.859 0.894 3.596
58 N 0.171 0.787 2.749
59 C 1.371 0.461 3.239
60 H 0.650 0.188 6.572
61 H -1.629 0.899 5.595
62 H -1.849 1.105 3.170
63 H 2.197 0.407 2.520

Atoms 1-2, force components in eV/Å:
0.9756 -1.4965 -1.5214
-0.0063 -1.9943 -0.5828

---

# 3
DFT (ωB97M-V/def2-TZVPD) results for a structure of composition C27H33N5O3S2V at a distorted geometry.

Properties
2S+1   2
DFT total energy   -89470.3357 eV
HOMO-LUMO gap (spin up / spin down)   5.9 / 6.7 eV
Total charge   +2
⟨S²⟩   0.797

CARTESIAN COORDINATES (ANGSTROEM)
1 V 0.376 0.655 -0.722
2 O 1.280 2.345 -0.554
3 N 2.382 2.751 -1.223
4 C 3.050 3.858 -0.799
5 C 4.183 4.330 -1.515
6 C 4.559 3.671 -2.671
7 C 3.922 2.460 -2.926
8 C 2.836 1.948 -2.268
9 S 1.973 0.408 -2.373
10 H 2.699 4.401 0.060
11 H 4.616 5.275 -1.181
12 H 5.303 3.862 -3.360
13 H 4.368 1.938 -3.785
14 C -1.675 2.873 -0.392
15 N -1.236 1.610 0.340
16 C -2.417 0.664 0.302
17 C -0.831 2.045 1.754
18 C -1.732 2.990 2.575
19 N -3.155 2.631 2.679
20 C -3.758 3.663 3.467
21 C -3.414 1.341 3.432
22 H -2.625 3.178 0.075
23 H -1.714 2.688 -1.445
24 H -0.915 3.605 -0.230
25 H -3.304 1.165 0.741
26 H -2.186 -0.260 0.765
27 H -2.667 0.506 -0.754
28 H 0.176 2.460 1.719
29 H -0.710 1.199 2.372
30 H -1.625 4.076 2.263
31 H -1.273 2.969 3.534
32 H -3.372 3.765 4.501
33 H -4.846 3.462 3.514
34 H -3.615 4.702 2.984
35 H -2.936 1.253 4.401
36 H -3.099 0.492 2.819
37 H -4.473 1.240 3.530
38 C 4.809 -5.699 1.210
39 C 3.711 -4.643 1.054
40 C 2.645 -4.665 1.922
41 C 1.762 -3.641 1.985
42 C 1.820 -2.628 1.019
43 C 2.828 -2.646 0.045
44 C 3.764 -3.630 0.063
45 S 0.729 -1.336 1.093
46 O -0.228 -1.476 2.127
47 O 1.398 -0.008 0.991
48 N 0.002 -1.116 -0.333
49 C -0.762 -2.024 -1.056
50 C -1.097 -3.309 -0.779
51 C -2.085 -3.985 -1.481
52 C -2.880 -3.249 -2.399
53 C -2.455 -1.916 -2.767
54 C -3.022 -1.174 -3.823
55 C -2.649 0.115 -4.023
56 C -1.692 0.685 -3.177
57 N -1.020 0.017 -2.230
58 C -1.448 -1.320 -2.033
59 H 4.488 -6.531 1.809
60 H 5.627 -5.226 1.808
61 H 5.169 -6.043 0.232
62 H 2.524 -5.438 2.697
63 H 0.958 -3.606 2.700
64 H 2.940 -1.946 -0.730
65 H 4.594 -3.753 -0.723
66 H -0.417 -3.932 -0.063
67 H -2.243 -5.054 -1.313
68 H -3.752 -3.781 -2.792
69 H -3.785 -1.568 -4.462
70 H -3.042 0.622 -4.870
71 H -1.340 1.687 -3.327

Atoms 1-2, force components in eV/Å:
0.4278 0.4124 -0.0269
0.3956 0.2903 -0.2588